# 1
86
Properties=species:S:1:pos:R:3:lowdin_charge:R:1 method="wB97M-V/def2-TZVPD" total_energy_ha=-4503.8288 relative_energy_ev=0.497 e_homo_ev="-4.21 / -4.65" s2=0.76 molar_mass_g_mol=905.1 charge=-1 spin_multiplicity=2 orbital_gap_ev="6.3 / 6.4"
Ti -0.4749 -1.3117 1.6729 0.86
N 1.7165 -0.4282 2.4596 0.02
C 2.3818 -1.5609 3.1236 -0.13
C 1.4161 -2.6872 3.4619 -0.59
O 1.7498 -3.5564 4.2336 0.06
O 0.2620 -2.6240 2.8420 -0.20
H 2.3634 0.1061 1.8943 0.09
H 1.3115 0.1945 3.1497 0.09
H 2.8846 -1.2825 4.0467 0.12
H 3.1233 -1.9885 2.4496 0.13
C 2.1701 1.4586 -4.1947 -0.05
C 1.8175 0.5898 -3.0093 -0.26
C 2.3762 -0.6614 -2.8230 0.00
C 2.0484 -1.4955 -1.7426 -0.06
C 2.6922 -2.8408 -1.6278 -0.29
O 2.1433 -3.7943 -1.1293 0.11
C 4.0952 -3.0324 -2.1724 -0.15
C 5.0748 -2.0495 -2.0898 -0.04
C 6.3635 -2.3025 -2.5457 -0.08
C 6.6745 -3.5381 -3.0972 -0.10
C 5.6970 -4.5254 -3.1798 -0.08
C 4.4156 -4.2736 -2.7104 -0.02
C 1.0949 -1.0534 -0.8121 -0.27
O 0.7175 -1.7455 0.2429 -0.22
C 0.5341 0.2298 -0.9857 -0.11
C 0.8923 1.0222 -2.0543 0.01
C -0.5166 0.5847 0.0113 -0.23
N -1.5551 -0.2186 0.1756 -0.09
C -2.0235 -1.0158 -0.9454 -0.34
C -2.6021 -0.1606 -2.0716 -0.46
Te -3.9680 1.3778 -1.4792 1.28
C -2.7408 2.9615 -2.1086 -0.57
C -2.0828 2.9422 -3.3379 -0.16
C -1.2305 3.9816 -3.6963 -0.11
C -1.0394 5.0587 -2.8397 -0.10
C -1.7190 5.0981 -1.6292 -0.09
C -2.5656 4.0569 -1.2658 -0.16
C -0.4122 1.8293 0.7992 -0.16
C 0.7671 2.5737 0.8388 -0.03
C 0.8460 3.7326 1.6014 -0.08
C -0.2539 4.1574 2.3375 -0.09
C -1.4332 3.4184 2.2982 -0.07
C -1.5142 2.2707 1.5284 -0.05
H 2.9354 0.9866 -4.8128 0.07
H 2.5501 2.4332 -3.8782 0.08
H 1.2992 1.6452 -4.8288 0.07
H 3.0842 -1.0281 -3.5607 0.12
H 4.8327 -1.0876 -1.6526 0.12
H 7.1222 -1.5330 -2.4718 0.10
H 7.6793 -3.7363 -3.4518 0.10
H 5.9370 -5.4937 -3.6027 0.10
H 3.6455 -5.0346 -2.7469 0.12
H 0.4299 2.0005 -2.1563 0.12
H -2.7756 -1.6877 -0.5404 0.07
H -1.2417 -1.6315 -1.4005 0.11
H -3.1106 -0.7912 -2.7985 0.04
H -1.8031 0.3824 -2.5789 0.03
H -2.2366 2.1205 -4.0271 0.10
H -0.7165 3.9478 -4.6501 0.10
H -0.3641 5.8606 -3.1128 0.10
H -1.5744 5.9295 -0.9501 0.10
H -3.0668 4.0861 -0.3052 0.09
H 1.6305 2.2378 0.2765 0.11
H 1.7715 4.2948 1.6299 0.10
H -0.1918 5.0547 2.9412 0.10
H -2.2966 3.7328 2.8729 0.11
H -2.4274 1.6870 1.4858 0.10
Cl -1.5064 -5.6819 2.9006 0.55
C -1.9058 -5.4501 1.2065 -1.01
Cl -0.9630 -4.1937 0.4002 0.62
H -2.9484 -5.1764 1.1205 0.01
H -1.6755 -6.3710 0.6869 0.02
O -0.9657 0.6085 5.0793 0.09
C -1.5206 0.2141 4.0815 -0.53
O -0.8560 -0.1266 2.9880 -0.22
C -3.0013 0.1584 3.9021 -0.16
C -3.7483 1.0938 4.6141 -0.04
C -5.1147 1.2146 4.4262 -0.10
C -5.7366 0.3669 3.5135 -0.10
C -5.0067 -0.5894 2.8292 -0.13
C -3.6203 -0.7325 3.0021 -0.56
S -2.8311 -2.0844 2.1901 0.67
H -3.2194 1.7285 5.3156 0.11
H -5.6851 1.9554 4.9735 0.09
H -6.8026 0.4526 3.3335 0.09
H -5.5024 -1.2602 2.1370 0.09

***

# 2
13
Properties=species:S:1:pos:R:3:lowdin_charge:R:1 method="wB97M-V/def2-TZVPD" total_energy_ha=-282.6761 relative_energy_ev=2.672 e_homo_ev=-8.89 molar_mass_g_mol=85.1 spin_multiplicity=1 orbital_gap_ev=9.8
H -0.8590 2.4813 0.3813 0.03
N -1.2344 1.6449 0.8188 0.10
C -0.7065 0.5108 0.3979 -0.62
N -1.4350 -0.5994 0.6498 0.15
N 0.3484 0.6746 -0.3801 -0.04
C 1.4988 -0.2298 -0.0054 -0.07
C 0.7169 -0.4133 -1.2524 -0.15
H -1.0034 -1.4173 0.8528 0.04
H -2.2293 -0.2130 1.1784 0.12
H 1.0650 -1.0199 0.6496 0.11
H 2.4579 0.0593 0.0794 0.07
H 0.1135 -1.4599 -1.2561 0.16
H 1.2672 -0.0183 -2.1142 0.11

***

# 3
16
Properties=species:S:1:pos:R:3:lowdin_charge:R:1 method="wB97M-V/def2-TZVPD" total_energy_ha=-362.8928 relative_energy_ev=5.244 e_homo_ev=-6.07 molar_mass_g_mol=103.1 spin_multiplicity=1 orbital_gap_ev=6.7
C -0.5010 1.2762 -1.3607 -0.13
C -0.3156 0.4146 1.2568 -0.11
C -1.2261 -0.7727 1.0963 -0.11
C 1.1636 -0.2542 -0.7963 -0.52
O 0.3201 0.1931 -1.6689 -0.03
O 1.8191 -1.3926 -1.1465 0.11
N 1.2720 0.2703 0.4121 0.13
H 1.5713 -1.6261 -2.0514 0.13
H 1.9166 -0.2644 0.9862 0.12
H 0.0324 2.1252 -0.9505 0.03
H -1.0955 1.5070 -2.2364 0.02
H -0.7756 1.3753 1.0689 0.07
H 0.1788 0.4377 2.2263 0.09
H -1.7535 -0.9925 2.0294 0.08
H -0.6609 -1.6765 0.8379 0.08
H -1.9458 -0.6202 0.2970 0.07

***

# 4
7
Properties=species:S:1:pos:R:3:lowdin_charge:R:1 method="wB97M-V/def2-TZVPD" total_energy_ha=-580.8400 relative_energy_ev=2.855 e_homo_ev="-10.68 / -10.68" molar_mass_g_mol=84.0 spin_multiplicity=1 orbital_gap_ev="9.2 / 9.2"
C -0.6678 0.2781 -0.8105 -0.40
F -0.6993 1.4511 -1.3132 0.11
F -2.7121 0.0967 -0.2200 -0.44
P -0.2859 -0.3348 0.7882 0.85
H -0.6808 -0.3541 -1.5992 0.05
H 0.7948 0.3986 1.3367 -0.10
H -1.2258 0.4792 1.4082 -0.08

***

# 5
14
Properties=species:S:1:pos:R:3:lowdin_charge:R:1 method="wB97M-V/def2-TZVPD" total_energy_ha=-303.8728 relative_energy_ev=0.526 e_homo_ev=-9.35 molar_mass_g_mol=88.1 spin_multiplicity=1 orbital_gap_ev=10.2
C 1.0983 0.7060 1.8850 -0.08
N 0.5705 0.0345 0.7144 0.02
C -0.3433 0.6981 -0.0484 -0.60
O -0.6665 1.8686 0.1528 0.01
N -0.9477 0.0766 -1.1002 0.00
C -0.7005 -1.2233 -1.6829 -0.10
H 2.1761 0.5345 1.9722 0.08
H 0.5917 0.3890 2.8069 0.08
H 0.9072 1.7730 1.7417 0.08
H 0.7518 -0.9452 0.5595 0.12
H -1.4871 0.8514 -1.4770 0.14
H -1.4389 -1.4206 -2.4671 0.08
H 0.3071 -1.3180 -2.1202 0.08
H -0.8187 -2.0245 -0.9367 0.08